# 1
ORCA calculation (ωB97M-V/def2-TZVPD) on a 4-piece molecular cluster, C21H31BF7NO17P2S overall at a distorted geometry.

Calculated values
Highest occupied orbital energy: -8.1 eV
E_tot: -107690.6997 eV
Structure (SMILES): COB(O)[C@]1(S(=O)(=O)C(F)(F)C(F)(F)C(F)(F)F)OC(=O)O[C@@]1(P(C)C)P(N)O.C[C@@H]1COC(=O)O1.C[C@@H]1COC(=O)O1.C[C@@H]1COC(=O)O1
F_max: 0.0358 hartree/bohr
Lowest unoccupied orbital energy: 0.139 eV

```
! RIJCOSX wB97M-V def2-TZVPD def2/J DEFGRID3
* xyz 0 1
S -2.47938 -1.09823 0.19914
P -6.06700 -2.34352 0.84254
P -5.04682 -0.09120 2.77434
F -0.83586 0.60039 -1.70652
F 1.18527 0.34679 1.01986
F -0.33646 -1.59451 1.70331
F 0.00206 -1.66111 -0.45566
F -0.77545 1.17693 1.49934
F 1.19492 1.20909 -1.26944
F -0.45617 2.46069 -0.63926
O -5.56353 -7.06960 1.00010
O -2.61343 -1.90308 -0.97352
O -1.79970 -4.10326 2.35426
O 4.75393 5.16104 -3.18213
O -4.54419 -2.62300 3.15376
O -3.72054 -8.20486 1.64737
O 6.46423 6.21047 -2.16321
O 10.18598 9.83278 -3.41138
O -5.05485 0.99111 1.57986
O 10.98390 11.79696 -4.17756
O 9.26275 10.76917 -5.20358
O -3.24658 -2.13068 4.95109
O -3.06974 -4.33396 0.39169
O -2.56397 -1.64850 2.87572
O 5.66933 4.25815 -1.37077
O -2.93833 0.25364 0.13520
O -4.53123 -6.58293 2.93413
N -6.69271 -0.29310 3.08171
C -3.55398 -7.27099 3.73910
C 8.71895 9.44462 -5.10619
C -0.10086 0.46119 0.58742
C -5.97697 -1.42300 -0.73208
C 9.11059 7.64369 -3.33740
C -3.43576 -2.11675 3.79757
C 8.96018 9.10629 -3.65233
C -0.06268 1.19878 -0.80301
C -0.63744 -0.99186 0.52687
C -4.69676 -7.27454 1.78202
C -5.98792 -4.12226 0.49769
C -2.13049 -5.17349 -0.27537
C -4.64398 -1.83270 1.93564
C -3.15223 -2.01589 1.59340
C -2.73550 -7.94912 2.66226
C -2.80670 -6.31059 4.62687
C 5.70505 5.30013 -2.22978
C 10.22274 10.89151 -4.25316
C 4.44848 3.52463 -1.60626
C 4.60855 2.06786 -1.26325
C 4.21277 3.83570 -3.06780
B -2.64643 -3.58106 1.41869
H 4.95791 1.95450 -0.23808
H -4.08773 -8.01404 4.33855
H 8.15582 7.13290 -3.44094
H 9.84087 7.17594 -4.00064
H -3.50289 -5.73618 5.23642
H -2.29146 -5.06147 -1.34065
H -6.89562 -4.36280 -0.05021
H 8.18638 9.55307 -3.02215
H -5.15464 -4.46301 -0.09073
H -2.22873 -5.60262 4.03215
H -6.38424 -0.42753 -0.60477
H -5.02227 -1.38519 -1.24288
H -2.13213 -6.85454 5.28780
H -7.25447 0.49404 2.79347
H 5.34194 1.59131 -1.91480
H 7.66942 9.44684 -5.38741
H -1.10363 -4.89386 -0.06316
H 9.46241 7.50691 -2.31629
H -5.74774 0.87630 0.91780
H -6.67084 -1.95179 -1.37982
H -2.27202 -8.87887 2.98064
H -6.85002 -0.52127 4.05173
H 3.16513 3.82994 -3.35558
H -1.03707 -3.55230 2.55814
H -6.05566 -4.65230 1.43804
H -1.97597 -7.28240 2.24645
H 4.77898 3.17358 -3.72651
H -2.28322 -6.21327 -0.00542
H 3.66965 3.97961 -0.98795
H 9.27889 8.79065 -5.77870
H 3.65689 1.55006 -1.36576
*
```

Atomic partial charges in e from the Mulliken method, atoms 1 to 8: atom 1 (S): 1.2872, atom 2 (P): -0.0406, atom 3 (P): 0.0288, atom 4 (F): -0.2062, atom 5 (F): -0.3077, atom 6 (F): -0.2712, atom 7 (F): -0.2841, atom 8 (F): -0.2322

---

# 2
ORCA calculation (ωB97M-V/def2-TZVPD) on a 2-piece molecular cluster, C2H9NO overall at a distorted geometry.

Calculated values
Highest occupied orbital energy: -8.9 eV
E_tot: -5756.6238 eV
Structure (SMILES): CCN.O
F_max: 0.0444 hartree/bohr
Relative energy (zero: lowest compared OMol25 entry of this formula, charge and spin): 86.8 kJ/mol
Lowest unoccupied orbital energy: 0.928 eV

```
! RIJCOSX wB97M-V def2-TZVPD def2/J DEFGRID3
* xyz 0 1
O 2.27416 -1.35850 -0.91921
N 0.48797 1.33299 0.63836
C -1.32488 -0.02189 -0.48018
C -0.41475 0.20957 0.72234
H -1.94741 -0.91153 -0.40130
H -0.88601 -0.34120 -1.43033
H 1.71308 -1.29227 -0.11520
H -2.01077 0.83216 -0.56943
H -0.92252 0.06263 1.66503
H 0.84683 1.80752 1.45291
H 0.25744 2.10218 0.02413
H 0.33767 -0.59184 0.82411
H 1.58919 -1.82982 -1.41122
*
```

Atomic partial charges in e from the natural (NBO) method, atoms 1 to 8: atom 1 (O): -0.9152, atom 2 (N): -0.8636, atom 3 (C): -0.6338, atom 4 (C): -0.2035, atom 5 (H): 0.2198, atom 6 (H): 0.2172, atom 7 (H): 0.4576, atom 8 (H): 0.2107

---

# 3
ORCA calculation (ωB97M-V/def2-TZVPD) on the molecule C5H10O2S at a distorted geometry.

Calculated values
Highest occupied orbital energy: -8.8 eV
E_tot: -20276.3315 eV
Structure (SMILES): CSCCCC(=O)O
F_max: 0.0640 hartree/bohr
Relative energy (zero: lowest compared OMol25 entry of this formula, charge and spin): 131.3 kJ/mol
Lowest unoccupied orbital energy: 0.720 eV

```
! RIJCOSX wB97M-V def2-TZVPD def2/J DEFGRID3
* xyz 0 1
S 0.81139 1.09045 2.35836
O -0.48003 -0.90015 -3.55705
O -1.43389 1.22086 -3.07424
C -1.24349 -0.32160 -1.24355
C 2.03196 -0.17163 2.89732
C -0.07871 0.33659 -0.32724
C -0.96542 -0.11269 -2.74744
C -0.19061 0.03395 1.17637
H 0.86132 -0.18794 -0.69203
H 0.18071 1.29860 -0.64034
H 2.47367 -0.80103 2.08167
H 2.88082 0.48619 3.40099
H -2.32114 0.07021 -1.19472
H -0.11922 -1.03072 1.32704
H -1.47808 1.23985 -4.06968
H 1.66210 -0.90154 3.58618
H -1.19759 0.06823 1.73294
H -1.39381 -1.41764 -1.01458
*
```

Atomic partial charges in e from the natural (NBO) method, atoms 1 to 8: atom 1 (S): 0.1838, atom 2 (O): -0.5670, atom 3 (O): -0.7238, atom 4 (C): -0.5174, atom 5 (C): -0.7431, atom 6 (C): -0.4030, atom 7 (C): 0.8003, atom 8 (C): -0.5392

---

highest occupied orbital energy of number 2 (C2H9NO)? -8.9 eV